Entry 1:
The following is a DFT calculation (the ωB97M-V functional and the def2-TZVPD basis) of a molecular structure, C49H38BCdF17GeO2P4S5.

Positions of all 118 atoms, in Å:
Cd1 -0.1996 -1.0985 -1.1600
S1 -0.8934 -4.7310 0.6121
S2 -2.8232 -4.0585 0.8889
S3 -3.4408 -2.8735 -0.7005
S4 -2.6636 -1.0009 -0.4660
C1 -2.1226 -4.8300 -3.0132
P1 -1.1228 -3.3118 -2.7556
C2 -1.8540 -2.2852 -4.0933
C3 0.4569 -3.8490 -3.5562
C4 1.2729 -4.5841 -2.4794
P2 1.8208 -3.3015 -1.2496
C5 3.4201 -2.8230 -2.0431
C6 2.5169 -4.3854 0.0591
H1 -3.1696 -4.5727 -2.8687
H2 -1.8564 -5.5884 -2.2742
H3 -1.9627 -5.2041 -4.0292
H4 -1.9761 -2.8492 -5.0230
H5 -1.2268 -1.4108 -4.2777
H6 -2.8276 -1.9251 -3.7540
H7 1.0157 -2.9627 -3.8625
H8 0.2536 -4.4459 -4.4499
H9 2.1544 -5.0932 -2.8801
H10 0.6565 -5.3228 -1.9566
H11 3.9947 -3.7011 -2.3526
H12 4.0054 -2.2487 -1.3251
H13 3.2372 -2.1945 -2.9132
H14 3.0982 -5.1960 -0.3909
H15 1.6986 -4.7986 0.6512
H16 3.1677 -3.8011 0.7101
O1 2.3029 -1.4938 1.3736
P3 2.6467 -0.6503 2.5438
C7 1.5443 0.7410 2.9372
P4 -0.2054 0.4046 2.5472
O2 -0.4001 0.0588 1.1193
C8 -1.0922 1.9099 2.9688
C9 -2.2330 2.1643 2.2057
C10 -2.9635 3.3224 2.4281
C11 -2.5584 4.2241 3.4036
C12 -1.4276 3.9702 4.1692
C13 -0.6942 2.8126 3.9514
C14 -0.7245 -0.8805 3.6812
C15 -1.0816 -0.6119 5.0047
C16 -1.4821 -1.6479 5.8308
C17 -1.5350 -2.9488 5.3332
C18 -1.2067 -3.2131 4.0136
C19 -0.8023 -2.1777 3.1801
C20 4.2585 0.1496 2.3361
C21 4.8241 1.0311 3.2552
C22 6.0502 1.6217 2.9924
C23 6.7101 1.3478 1.8000
C24 6.1432 0.4877 0.8732
C25 4.9186 -0.1140 1.1397
C26 2.6894 -1.6455 4.0581
C27 2.3988 -2.9980 3.9055
C28 2.4449 -3.8492 5.0027
C29 2.7855 -3.3537 6.2513
C30 3.0675 -2.0027 6.4121
C31 3.0180 -1.1516 5.3188
H17 1.8214 1.5807 2.2930
H18 1.6938 0.9967 3.9893
H19 -2.5218 1.4625 1.4294
H20 -3.8414 3.5299 1.8297
H21 -3.1202 5.1369 3.5596
H22 -1.1111 4.6771 4.9267
H23 0.1960 2.6241 4.5415
H24 -1.0585 0.4049 5.3806
H25 -1.7743 -1.4430 6.8535
H26 -1.8553 -3.7577 5.9799
H27 -1.2831 -4.2109 3.5967
H28 -0.5726 -2.3843 2.1384
H29 4.3055 1.2756 4.1743
H30 6.4866 2.3038 3.7113
H31 7.6603 1.8231 1.5892
H32 6.6413 0.2932 -0.0682
H33 4.4397 -0.7583 0.4138
H34 2.1135 -3.3660 2.9287
H35 2.2030 -4.8966 4.8742
H36 2.8262 -4.0176 7.1064
H37 3.3219 -1.6121 7.3896
H38 3.2323 -0.0987 5.4595
F1 -3.0248 4.2597 -0.8733
C32 -3.8864 3.2881 -1.2487
C33 -3.5272 2.3004 -2.1425
C34 -4.5492 1.4196 -2.4679
F2 -4.3343 0.4355 -3.3629
C35 -5.8268 1.4848 -1.9469
F3 -6.7789 0.6094 -2.3048
C36 -6.1255 2.4776 -1.0357
F4 -7.3541 2.5621 -0.4960
C37 -5.1497 3.3869 -0.6904
F5 -5.4450 4.3675 0.1901
Ge1 -1.6887 1.7265 -2.9281
S5 1.6242 0.6793 -1.3965
C38 -2.2034 2.3472 -4.8746
C39 -1.6179 1.6585 -5.9243
F6 -0.6935 0.7035 -5.6960
C40 -1.9040 1.8944 -7.2579
F7 -1.3139 1.1908 -8.2405
C41 -2.8164 2.8759 -7.5845
F8 -3.1185 3.1224 -8.8718
C42 -3.4119 3.6051 -6.5775
F9 -4.2870 4.5773 -6.8990
C43 -3.0948 3.3308 -5.2585
F10 -3.6996 4.1266 -4.3521
C44 -0.5986 3.4436 -2.4632
C45 -0.2772 3.5537 -1.1208
F11 -0.8207 2.6981 -0.2381
C46 0.5860 4.4923 -0.6018
F12 0.8498 4.5551 0.7162
C47 1.1957 5.3837 -1.4633
F13 2.0444 6.3138 -0.9889
C48 0.9260 5.3094 -2.8120
F14 1.5208 6.1792 -3.6520
C49 0.0458 4.3453 -3.2836
F15 -0.1372 4.3460 -4.6233
F16 1.6000 -0.6973 -3.7919
B1 2.1924 0.2409 -3.0061
F17 3.2706 0.7828 -3.6112

Atomic forces in eV per Å
-0.33 -0.11 0.57
-0.06 0.09 -0.06
-0.10 -0.04 -0.10
0.06 0.02 0.21
0.10 0.01 -0.03
0.17 -0.14 0.16
-0.11 0.39 -0.67
0.02 -0.03 -0.01
0.01 -0.14 0.19
-0.13 0.22 0.08
0.34 -0.29 0.10
-0.09 0.04 -0.02
-0.05 -0.02 0.05
0.00 -0.01 -0.02
0.00 0.03 0.00
-0.01 -0.04 0.02
-0.01 0.02 -0.01
0.00 -0.01 0.00
0.00 0.01 0.00
-0.14 0.09 -0.15
0.08 -0.11 0.02
0.00 0.00 -0.04
0.05 0.07 0.04
-0.01 0.00 0.05
0.00 0.06 0.01
0.05 -0.04 -0.03
-0.03 -0.01 -0.02
0.06 0.01 -0.01
-0.07 0.07 -0.02
0.08 0.19 0.22
-0.20 -0.19 -0.20
-0.01 0.02 -0.19
0.00 -0.14 -0.48
0.35 0.07 0.32
-0.07 0.11 0.04
0.01 0.02 0.09
0.00 -0.02 0.03
0.01 -0.02 0.00
-0.01 -0.03 -0.01
-0.03 -0.01 -0.03
-0.17 -0.18 0.06
0.11 -0.05 -0.02
0.03 -0.04 -0.03
0.00 0.02 0.02
-0.02 0.00 0.00
-0.04 0.12 -0.04
0.06 -0.03 -0.03
0.03 0.00 -0.01
-0.02 -0.02 -0.01
0.00 0.01 0.02
-0.07 -0.05 0.00
0.04 0.09 0.00
0.17 -0.06 0.02
-0.02 -0.01 0.09
-0.01 0.05 -0.05
0.01 -0.01 0.01
0.00 0.04 -0.03
-0.04 -0.03 0.04
0.06 0.05 0.06
-0.05 0.11 -0.03
0.00 0.01 0.01
0.04 0.01 0.01
-0.01 -0.01 0.00
0.00 0.00 -0.02
-0.01 0.02 -0.01
-0.02 0.01 0.00
0.02 0.00 0.02
-0.02 0.01 0.00
0.04 0.03 -0.01
-0.01 -0.05 0.02
0.02 0.00 0.00
-0.01 0.01 -0.01
0.00 -0.01 0.00
-0.01 0.01 0.01
0.00 -0.01 0.01
0.00 -0.02 -0.06
-0.01 0.01 0.01
-0.02 0.00 0.00
0.00 0.00 0.00
0.00 -0.02 0.02
0.01 -0.08 -0.06
0.09 0.12 0.07
-0.02 -0.28 -0.12
0.01 0.00 0.01
0.10 0.05 -0.01
-0.07 -0.02 0.02
0.05 0.02 0.00
-0.14 -0.02 0.06
0.07 0.01 -0.05
-0.02 0.06 0.08
0.00 -0.01 -0.06
0.00 0.40 -0.27
0.08 -0.34 -0.16
0.13 -0.15 0.02
0.00 -0.02 0.00
-0.05 0.02 0.10
0.00 -0.02 -0.05
-0.01 0.02 0.05
-0.01 0.00 -0.15
0.02 0.00 0.06
-0.09 0.07 -0.01
0.03 -0.04 0.02
-0.03 0.07 0.06
0.05 -0.05 0.04
-0.09 -0.16 0.10
-0.03 -0.06 0.04
-0.04 -0.03 -0.06
0.07 0.07 0.07
0.00 -0.03 -0.05
0.08 0.10 0.08
-0.03 -0.04 -0.03
0.02 0.02 -0.07
-0.02 -0.03 0.02
0.02 0.05 -0.06
-0.05 -0.04 0.03
-0.02 0.06 0.04
-0.12 0.07 -0.01
0.02 0.03 0.07

Calculated values
**Orbital gap**: 5.152 eV
**Total charge**: -2
**LUMO**: 0.126 Eh
**HOMO level**: -0.06295 Eh

Atomic partial charges in e from the Mulliken method, atoms 1 to 99:
1 Cd 2.80
2 S -0.44
3 S -0.17
4 S -0.05
5 S -0.61
6 C -1.51
7 P 0.28
8 C -0.76
9 C -0.95
10 C -0.93
11 P 0.51
12 C -1.15
13 C -1.36
14 H 0.41
15 H 0.35
16 H 0.45
17 H 0.50
18 H -0.03
19 H 0.20
20 H 0.08
21 H 0.64
22 H 0.58
23 H 0.39
24 H 0.48
25 H 0.02
26 H 0.28
27 H 0.51
28 H 0.21
29 H 0.16
30 O 0.37
31 P 0.23
32 C -1.23
33 P 0.81
34 O 0.47
35 C 0.69
36 C -1.19
37 C -0.27
38 C -0.72
39 C -0.70
40 C -0.30
41 C 0.06
42 C -0.79
43 C -0.61
44 C -0.75
45 C -0.55
46 C 0.62
47 C 0.34
48 C -0.30
49 C -0.73
50 C -0.46
51 C -0.56
52 C -0.42
53 C 0.81
54 C -0.15
55 C -0.63
56 C -0.51
57 C -0.82
58 C -0.53
59 H 0.45
60 H 0.43
61 H 0.48
62 H 0.33
63 H 0.41
64 H 0.37
65 H 0.27
66 H 0.38
67 H 0.41
68 H 0.39
69 H 0.41
70 H -0.01
71 H 0.18
72 H 0.39
73 H 0.37
74 H 0.43
75 H 0.34
76 H 0.28
77 H 0.46
78 H 0.37
79 H 0.40
80 H 0.14
81 F -0.32
82 C 1.15
83 C -1.58
84 C 0.50
85 F -0.38
86 C 0.19
87 F -0.35
88 C 0.73
89 F -0.35
90 C 0.19
91 F -0.42
92 Ge 1.02
93 S -1.06
94 C -1.23
95 C 0.15
96 F -0.28
97 C -0.23
98 F -0.33
99 C 0.93

***

Entry 2:
The following is a DFT calculation (the ωB97M-V functional and the def2-TZVPD basis) of a molecular structure, C49H40AlF3NO3PSSb.

Positions of all 100 atoms, in Å:
Al1 2.0126 1.0859 0.2098
C1 4.6610 3.8700 3.0206
C2 4.3311 3.0608 1.7678
C3 5.5931 2.7527 0.9658
C4 3.2492 3.7843 0.9647
C5 3.7121 4.9586 0.0979
O1 2.8842 4.8539 -1.0997
C6 2.3340 3.6630 -1.0834
N1 2.5624 2.9344 -0.0425
C7 1.4245 3.2555 -2.1667
C8 1.9082 2.9260 -3.4256
C9 1.0272 2.4363 -4.3735
C10 -0.3160 2.2815 -4.0558
C11 -0.7906 2.6294 -2.8012
C12 0.0716 3.1338 -1.8324
P1 -0.4427 3.6746 -0.1418
C13 -0.7250 2.0301 0.6725
C14 -1.8632 1.3743 0.4418
C15 -2.4711 0.2012 1.1526
C16 -0.3702 -0.7213 2.3022
C17 0.4069 0.4331 2.3328
C18 0.3821 1.6092 1.5678
C19 -2.1207 4.3419 -0.4046
C20 -2.4683 5.0375 -1.5599
C21 -3.6991 5.6741 -1.6564
C22 -4.5929 5.6327 -0.5989
C23 -4.2458 4.9638 0.5678
C24 -3.0178 4.3320 0.6665
H1 5.4198 3.3613 3.6143
H2 3.7823 4.0211 3.6501
H3 5.0601 4.8525 2.7549
H4 3.8900 2.1073 2.0894
H5 6.2030 3.6486 0.8342
H6 5.3685 2.3291 -0.0120
H7 6.2037 2.0297 1.5064
H8 2.4659 4.1235 1.6528
H9 4.7477 4.8694 -0.2233
H10 3.5330 5.9351 0.5346
H11 2.9624 3.0288 -3.6483
H12 1.3882 2.1650 -5.3561
H13 -1.0002 1.8848 -4.7945
H14 -1.8435 2.5157 -2.5769
H15 -2.5496 1.8093 -0.2780
H16 -3.1654 -0.2780 0.4528
H17 0.0090 -1.5581 2.8765
H18 1.2423 0.3794 3.0258
H19 0.9080 2.4446 2.0351
H20 -1.7800 5.0944 -2.3932
H21 -3.9548 6.2054 -2.5638
H22 -5.5522 6.1265 -0.6775
H23 -4.9313 4.9402 1.4050
H24 -2.7538 3.8263 1.5878
O2 3.8920 0.5871 -0.4706
C25 3.5078 -0.4979 0.0261
O3 2.8080 -0.4056 1.1113
C26 3.3381 -1.6778 -0.8462
C27 4.1941 -2.7457 -1.0284
C28 3.8426 -3.7525 -1.9153
C29 2.6458 -3.6650 -2.6111
C30 1.8013 -2.5764 -2.4431
C31 2.1305 -1.5561 -1.5575
S1 0.9925 -0.1857 -1.3793
H25 5.1223 -2.7972 -0.4740
H26 4.4975 -4.6012 -2.0579
H27 2.3656 -4.4496 -3.3019
H28 0.8775 -2.5127 -3.0056
F1 -5.7931 -1.8429 2.6395
C32 -4.5205 -1.4515 2.4130
C33 -4.2527 -0.1034 2.8631
C34 -3.2952 0.6574 2.3328
C35 -1.6028 -0.9014 1.7021
C36 -2.2255 -2.2043 1.6715
C37 -3.6832 -2.3496 1.8856
Sb1 -1.8223 -2.8270 -0.5329
C38 -0.1571 -4.0647 -0.0563
C39 -0.0946 -5.3688 -0.5459
C40 1.0161 -6.1673 -0.3109
C41 2.0552 -5.6425 0.4297
F2 3.1395 -6.4023 0.6576
C42 2.0316 -4.3553 0.9291
C43 0.9271 -3.5627 0.6630
C44 -3.2613 -4.3950 -0.4754
C45 -4.3543 -4.2977 -1.3346
C46 -5.3699 -5.2440 -1.3135
C47 -5.2752 -6.2824 -0.4095
F3 -6.2507 -7.1994 -0.3744
C48 -4.2095 -6.4127 0.4643
C49 -3.2028 -5.4627 0.4228
H29 -4.8669 0.2612 3.6776
H30 -3.0573 1.6238 2.7622
H31 -1.6538 -2.9740 2.1909
H32 -4.1097 -3.3241 1.6838
H33 -0.9170 -5.7818 -1.1170
H34 1.0805 -7.1787 -0.6888
H35 2.8764 -3.9809 1.4911
H36 0.9374 -2.5345 1.0063
H37 -4.4271 -3.4739 -2.0361
H38 -6.2215 -5.1850 -1.9770
H39 -4.1824 -7.2447 1.1548
H40 -2.3626 -5.5621 1.1006

Atomic forces in eV per Å
0.15 -0.17 0.03
0.00 0.00 0.00
0.01 -0.01 0.00
0.00 0.02 -0.02
-0.01 -0.01 -0.01
0.01 -0.01 -0.02
0.01 -0.02 0.00
-0.01 -0.01 0.02
-0.06 0.01 0.03
0.02 0.00 0.00
0.00 0.01 0.02
0.00 0.00 -0.01
0.00 -0.01 -0.01
0.00 0.01 0.01
0.00 -0.03 0.00
0.01 0.02 -0.03
0.12 0.05 -0.05
0.01 -0.03 0.01
-0.04 0.01 0.04
-0.08 -0.09 -0.02
0.17 0.14 -0.07
-0.36 0.00 0.15
-0.04 -0.05 0.09
0.02 0.02 -0.01
0.02 -0.01 -0.01
0.00 0.00 0.02
-0.01 0.01 -0.01
0.00 0.02 -0.01
-0.01 0.00 0.00
0.00 0.00 0.00
0.00 -0.01 0.00
0.00 0.00 0.01
0.00 0.00 0.01
0.02 0.02 0.02
0.00 0.00 0.00
0.01 0.00 0.01
0.00 0.01 0.01
-0.02 0.00 0.00
0.00 0.00 0.00
0.00 0.00 0.00
0.00 0.00 0.00
-0.01 0.00 0.00
0.01 -0.01 -0.01
-0.01 0.00 -0.01
0.01 0.01 0.00
-0.02 0.00 0.01
0.05 -0.01 -0.03
0.01 -0.01 -0.01
0.00 0.00 0.00
0.00 0.00 0.00
0.00 0.00 0.00
-0.01 0.01 -0.01
-0.03 -0.02 -0.05
-0.02 -0.02 -0.01
-0.01 0.11 -0.06
0.01 -0.01 0.01
0.00 0.00 0.02
-0.01 0.00 -0.01
0.01 0.01 -0.01
0.01 0.01 -0.01
0.00 0.00 0.00
-0.02 0.02 -0.01
0.00 0.00 0.00
0.00 0.00 0.00
0.00 0.00 0.00
0.01 0.00 0.00
0.00 0.00 0.00
0.00 -0.03 -0.01
0.00 0.02 0.01
0.00 0.01 -0.01
0.08 0.03 0.02
-0.02 -0.04 -0.05
0.00 0.01 0.04
-0.02 -0.01 0.00
0.01 -0.02 0.01
0.00 0.01 0.01
0.00 0.00 -0.01
0.00 0.00 0.01
-0.01 0.00 0.00
0.00 0.00 0.01
-0.01 0.00 0.02
-0.01 0.01 -0.01
0.00 0.00 0.00
0.00 0.00 0.00
0.00 0.01 0.00
0.00 0.00 0.00
0.01 0.00 0.00
0.00 -0.01 -0.02
0.00 0.00 0.00
-0.01 -0.01 0.00
-0.01 0.01 0.01
0.00 0.01 0.00
0.00 0.00 0.00
0.00 0.00 0.00
0.00 0.00 0.00
0.00 -0.02 -0.01
0.00 0.00 0.00
0.00 0.00 0.00
0.00 0.00 0.00
0.00 0.00 0.00

Calculated values
**Orbital gap**: 6.622 eV
**Total charge**: +1
**LUMO**: -0.134 Eh
**HOMO level**: -0.37727 Eh

Atomic partial charges in e from the Mulliken method, atoms 1 to 99:
1 Al -1.72
2 C -1.68
3 C 1.29
4 C -1.81
5 C -0.43
6 C -0.64
7 O -0.44
8 C 0.06
9 N 2.41
10 C -0.23
11 C -0.23
12 C -0.95
13 C -0.81
14 C 0.27
15 C 0.15
16 P -0.04
17 C -0.17
18 C -1.09
19 C 0.24
20 C -0.86
21 C -0.56
22 C 1.16
23 C 0.88
24 C -0.64
25 C -0.70
26 C -0.54
27 C -0.73
28 C -0.39
29 H 0.42
30 H 0.42
31 H 0.35
32 H 0.07
33 H 0.45
34 H 0.35
35 H 0.45
36 H 0.59
37 H 0.40
38 H 0.27
39 H 0.58
40 H 0.45
41 H 0.47
42 H 0.42
43 H 0.63
44 H 0.36
45 H 0.61
46 H 0.38
47 H 0.71
48 H 0.43
49 H 0.42
50 H 0.40
51 H 0.42
52 H 0.41
53 O -0.43
54 C 0.76
55 O -0.72
56 C 0.06
57 C -0.71
58 C -0.55
59 C -0.90
60 C -0.69
61 C 0.19
62 S 0.24
63 H 0.53
64 H 0.47
65 H 0.46
66 H 0.52
67 F -0.34
68 C 0.01
69 C -0.72
70 C -0.84
71 C 0.41
72 C -0.71
73 C -0.49
74 Sb 1.28
75 C -0.09
76 C -0.70
77 C -0.80
78 C 0.24
79 F -0.40
80 C -0.77
81 C 0.76
82 C -0.46
83 C -0.66
84 C -0.65
85 C 0.29
86 F -0.32
87 C -0.68
88 C 0.14
89 H 0.47
90 H 0.32
91 H 0.61
92 H 0.55
93 H 0.57
94 H 0.49
95 H 0.60
96 H -0.40
97 H 0.37
98 H 0.46
99 H 0.46

***

Which of these has the highest orbital gap? C49H40AlF3NO3PSSb

***

Which of these has the highest total charge? C49H40AlF3NO3PSSb